(1)
ORCA calculation (the ωB97M-V functional and the def2-TZVPD basis) on a single C4H9NO2 molecule.

Results
ΔE to the lowest compared entry with this formula, charge and spin ... 2.152 eV
LUMO energy ... 0.02774 Eh
Largest force on an atom ... 5.4 eV/Å
HOMO energy ... -9.81 eV
Calculated total energy ... -363.0064 Ha
Structure (SMILES) ... NC(=O)CCCO
Gap between HOMO and LUMO ... 10.57 eV

ORCA input file:
```
! RIJCOSX wB97M-V def2-TZVPD def2/J DEFGRID3
* xyz 0 1
N 2.44026 0.28878 -0.46454
C 1.50403 -0.37729 0.19796
O 0.97909 -1.44817 -0.09085
C 0.66610 0.69493 0.97753
C -0.75088 0.98705 0.14603
C -1.48184 -0.33250 -0.23472
O -2.94154 -0.06778 -0.47645
H 2.34219 1.29538 -0.62251
H 3.02711 -0.36514 -0.96061
H 0.32844 0.41898 1.97360
H 1.24402 1.72400 1.10801
H -1.40624 1.54754 0.82073
H -0.48720 1.55269 -0.79454
H -1.28263 -0.70604 -1.23323
H -1.41526 -1.07619 0.59744
H -3.35711 -0.11828 0.38049
*
```

(2)
ORCA calculation (the ωB97M-V functional and the def2-TZVPD basis) on a molecular structure, C3NS.

Results
ΔE to the lowest compared entry with this formula, charge and spin ... 1.334 eV
LUMO energy (spin up / spin down) ... -0.34752 / -0.34751 Eh
Largest force on an atom ... 4.0 eV/Å
HOMO energy (spin up / spin down) ... -17.24 / -17.24 eV
Calculated total energy ... -566.6435 Ha
Gap between HOMO and LUMO (spin up / spin down) ... 7.78 / 7.78 eV

ORCA input file:
```
! RIJCOSX wB97M-V def2-TZVPD def2/J DEFGRID3
* xyz 1 1
C 0.07997 1.37362 0.72647
C 0.06601 0.08232 0.88114
C -0.18648 0.59248 -0.63608
N 0.04767 -0.51431 -1.16355
S -0.00718 -1.53411 0.19202
*
```

(3)
ORCA calculation (the ωB97M-V functional and the def2-TZVPD basis) on a gas-phase ion, C7H14NO (charge +1).

Results
ΔE to the lowest compared entry with this formula, charge and spin ... 2.633 eV
LUMO energy ... -0.11189 Eh
Largest force on an atom ... 4.5 eV/Å
HOMO energy ... -13.73 eV
Calculated total energy ... -404.8007 Ha
Structure (SMILES) ... C=C[C@]1(O)CC[NH2+][C@H]1C
Gap between HOMO and LUMO ... 10.68 eV

ORCA input file:
```
! RIJCOSX wB97M-V def2-TZVPD def2/J DEFGRID3
* xyz 1 1
C 1.98909 0.57176 2.24225
C 1.54185 0.01029 1.12784
C 0.24508 0.19566 0.41666
O -0.05679 1.59673 0.21290
C -0.91751 -0.35196 1.18352
C -2.10978 -0.30961 0.24580
N -1.50037 -0.21071 -1.15650
C -0.10261 -0.61365 -1.00712
C 0.86872 -0.15312 -2.13991
H 2.91700 0.15943 2.53383
H 1.48720 1.23380 3.00935
H 2.32284 -0.61962 0.56128
H 0.76833 1.93958 -0.23460
H -1.24608 0.27591 2.13163
H -0.69219 -1.32015 1.51830
H -2.83825 -1.09341 0.27338
H -2.67290 0.60096 0.45806
H -2.14904 -0.63012 -1.71673
H -1.43642 0.79024 -1.41056
H -0.03303 -1.65309 -0.82994
H 0.52283 -0.07418 -3.07017
H 1.56711 -0.99493 -2.38925
H 1.52492 0.65019 -1.96001
*
```

(4)
ORCA calculation (the ωB97M-V functional and the def2-TZVPD basis) on 10 unconnected molecules or ions with the total composition C39H70O30.

Results
LUMO energy ... 0.00653 Eh
Largest force on an atom ... 4.5 eV/Å
HOMO energy ... -9.78 eV
Calculated total energy ... -3785.0370 Ha
Structure (SMILES) ... COCCOCCOC.COCCOCCOC.COCCOCCOC.O=C1OCCO1.O=C1OCCO1.O=C1OCCO1.O=C1OCCO1.O=C1OCCO1.O=C1OCCO1.O=C1OCCO1
Gap between HOMO and LUMO ... 9.96 eV

ORCA input file:
```
! RIJCOSX wB97M-V def2-TZVPD def2/J DEFGRID3
* xyz 0 1
C 12.52779 13.98988 18.50903
O 11.67079 12.95493 17.94274
C 10.83054 12.35929 18.97317
C 10.04933 11.15947 18.39947
O 9.49068 10.58353 19.53152
C 9.00513 9.31026 19.36998
C 8.71901 8.85374 20.77186
O 7.48340 9.30201 21.25394
C 7.51586 10.38911 22.27438
H 11.96838 14.89877 18.76568
H 13.22662 14.17572 17.76135
H 13.11146 13.65079 19.42442
H 10.18044 13.06652 19.44779
H 11.62470 11.98879 19.58633
H 10.64870 10.42991 17.84952
H 9.39092 11.47696 17.58069
H 9.75736 8.69825 18.90869
H 8.09775 9.33918 18.74883
H 9.50281 9.25585 21.42438
H 8.69967 7.76255 20.82138
H 6.66847 10.99573 22.05842
H 8.44123 10.94271 22.25981
H 7.40884 9.87488 23.28760
C 15.60810 16.07783 17.74388
O 15.58329 15.07621 16.72967
C 16.87345 14.57281 16.42859
C 17.22633 13.39792 17.28521
O 16.44993 12.28804 16.88018
C 16.55570 11.17329 17.66537
C 17.66988 10.24853 17.24452
O 18.92587 10.84268 17.33340
C 19.99236 9.96766 17.01953
H 16.06227 17.01004 17.35430
H 16.04711 15.65741 18.70413
H 14.51594 16.22682 18.07362
H 17.67259 15.32976 16.59373
H 16.84172 14.31839 15.39188
H 17.13681 13.58420 18.36210
H 18.31897 13.25494 17.18624
H 15.57220 10.62325 17.51170
H 16.56980 11.42321 18.75997
H 17.50715 9.78582 16.23016
H 17.58138 9.37249 17.86464
H 20.15750 9.21771 17.81803
H 20.93497 10.53503 16.83218
H 19.84376 9.34210 16.09042
C 15.93618 16.75206 8.40108
O 16.16698 18.05341 8.94547
C 15.06200 18.92015 8.96544
C 15.36748 20.35232 8.48651
O 16.20102 21.08535 9.35554
C 15.65662 21.16768 10.64174
C 16.31581 22.21708 11.55811
O 17.62404 21.88963 11.91333
C 18.64089 22.50934 11.06278
H 15.77887 16.68592 7.32450
H 15.16392 16.23803 8.95429
H 16.86580 16.19362 8.57030
H 14.58603 18.94080 9.96639
H 14.32123 18.59735 8.19940
H 14.48662 20.88567 8.33261
H 15.83090 20.29997 7.47906
H 15.52051 20.18347 11.04799
H 14.63241 21.61365 10.44749
H 15.61873 22.44864 12.39550
H 16.22570 23.19718 10.97296
H 18.33829 22.45360 10.05799
H 19.50765 21.84425 11.29858
H 18.77833 23.52233 11.44933
O 12.75620 20.45254 15.01991
C 12.40557 19.28357 15.00424
O 13.18536 18.38864 15.68640
C 12.63440 17.03210 15.33316
C 11.22676 17.36443 15.01813
O 11.27422 18.74203 14.61473
H 13.21289 16.68468 14.41827
H 12.87176 16.43244 16.18891
H 10.62956 17.31520 15.91950
H 10.83052 16.78254 14.16786
O 19.17560 15.68880 7.82107
C 19.90842 15.30141 8.69934
O 21.16734 14.84065 8.48112
C 21.78424 14.64339 9.72025
C 20.85106 15.42938 10.71934
O 19.59676 15.36068 10.01110
H 21.89564 13.54063 9.93959
H 22.80918 15.03731 9.75153
H 21.22749 16.41471 10.89747
H 20.78755 14.79147 11.61970
O 14.82340 17.20777 12.49331
C 15.93593 16.79331 12.49391
O 16.22982 15.48466 12.76596
C 17.69769 15.33202 12.66327
C 18.13020 16.78006 12.98443
O 17.04762 17.53303 12.31945
H 17.93528 14.48887 13.32491
H 17.99831 15.00624 11.66500
H 19.07647 17.16084 12.47739
H 18.08020 17.09669 14.01070
O 19.17110 12.50061 9.36041
C 18.60488 12.15883 10.33348
O 17.35344 12.56060 10.59232
C 16.78370 11.54772 11.56904
C 17.99698 11.20895 12.39026
O 19.02308 11.32370 11.34942
H 15.92856 12.06440 12.02932
H 16.42781 10.73233 10.95584
H 18.10308 10.23167 12.83721
H 18.19653 11.97950 13.14130
O 22.03927 19.02272 10.59314
C 20.89730 19.02990 10.15438
O 19.82006 19.25552 10.86552
C 18.64711 19.04060 10.05458
C 19.29207 19.08769 8.58581
O 20.66723 18.78614 8.85808
H 18.28276 17.99930 10.19989
H 17.86150 19.68852 10.25144
H 19.24717 20.07888 8.16790
H 18.82849 18.33272 8.02994
O 15.63836 10.43409 14.09541
C 14.79235 11.21601 14.50497
O 13.68121 10.91702 15.12678
C 12.76387 11.98487 15.00173
C 13.72187 13.15038 14.83577
O 14.92974 12.53996 14.26281
H 12.11075 11.81990 14.13588
H 12.12207 11.98798 15.87675
H 14.04630 13.61936 15.81189
H 13.38337 13.95718 14.15923
O 20.51377 19.17376 17.29633
C 20.01409 19.63502 16.31097
O 19.33241 18.90712 15.43051
C 19.20906 19.71361 14.16585
C 19.54502 21.08103 14.67886
O 20.09319 20.93517 16.01369
H 19.86174 19.23427 13.37831
H 18.17740 19.61132 13.74215
H 18.73906 21.79481 14.75586
H 20.33357 21.45698 14.02284
*
```

(5)
ORCA calculation (the ωB97M-V functional and the def2-TZVPD basis) on a molecular structure, C5H7NO2.

Results
ΔE to the lowest compared entry with this formula, charge and spin ... 5.587 eV
LUMO energy ... 0.00487 Eh
Largest force on an atom ... 2.2 eV/Å
HOMO energy ... -7.82 eV
Calculated total energy ... -399.7603 Ha
Gap between HOMO and LUMO ... 7.96 eV

ORCA input file:
```
! RIJCOSX wB97M-V def2-TZVPD def2/J DEFGRID3
* xyz 0 1
C 0.02743 0.74370 -1.25652
N 0.39627 -0.23761 1.25199
C 0.57875 -1.44250 0.97167
C -0.01692 1.23325 0.04219
C -0.39312 -1.93322 -0.79586
C -0.29095 2.24313 0.82600
O 1.01257 -2.53156 1.19479
O -1.58394 -2.03042 -0.80613
H 0.69780 0.14832 2.13644
H 0.28936 -2.72893 -1.17181
H -0.02439 -0.55199 -1.06187
H -0.86287 0.90003 -1.85963
H 0.98442 0.80707 -1.77046
H -0.50202 3.21405 0.39290
H -0.31241 2.16668 1.90630
*
```